20
Properties=species:S:1:pos:R:3 method="wB97M-V/def2-TZVPD" orbital_gap_ev="11.27 / 8.31" relative_energy_kj_mol=199.5 s2=0.762 multiplicity=2 e_tot_ha=-307.09029 charge=+2
C -1.371 1.150 0.470
C -0.036 0.664 1.139
C 0.288 -0.724 0.604
C -0.106 -1.909 1.217
C 1.996 -0.118 -1.170
N 0.720 -0.688 -0.705
N -1.342 1.209 -1.022
H -1.632 2.133 0.863
H -2.141 0.435 0.763
H 0.803 1.268 0.795
H -0.103 0.578 2.218
H 0.121 -2.793 0.617
H -0.682 -2.044 2.121
H 2.041 -0.087 -2.251
H 2.867 -0.609 -0.739
H 2.161 0.913 -0.854
H 0.578 -1.608 -1.131
H -2.247 0.978 -1.432
H -0.933 2.090 -1.353
H -0.530 0.462 -1.245